Record 1
# H22O11

A cluster of 11 separate species, H22O11 in total (ωB97M-V/def2-TZVPD, the Open Molecules 2025 dataset).

Computed properties:
spin multiplicity	2
calculated total energy	-22865.0241	eV
<S²>	0.756
frontier orbital gap (spin up / spin down)	10.225 / 2.321	eV
E_LUMO (spin up / spin down)	-3.31 / -11.07	eV
ΔE to the lowest compared entry with this formula, charge and spin	523.6	kJ/mol
net charge	+1
E_HOMO (spin up / spin down)	-13.54 / -13.39	eV

Each atom is followed by the atoms it is bonded to, with distances in Å.
CARTESIAN COORDINATES (ANGSTROEM)
1 O 3.413 -0.835 -2.035  H2 0.921, H3 0.882
2 H 4.140 -0.327 -2.283  O1 0.921
3 H 3.685 -1.669 -2.126  O1 0.882
4 O 3.622 0.916 1.364  H5 0.925, H6 0.902
5 H 4.311 1.508 1.535  O4 0.925
6 H 3.645 0.841 0.465  O4 0.902
7 O -0.150 -3.077 3.969  H8 0.907, H9 0.927
8 H 0.714 -2.829 3.846  O7 0.907
9 H -0.985 -3.039 3.568  O7 0.927
10 O 1.273 1.197 3.006  H11 1.005, H12 0.993
11 H 1.890 0.960 2.249  O10 1.005
12 H 0.556 0.524 2.876  O10 0.993
13 O -4.549 -3.021 -1.020  H14 0.968, H15 0.959
14 H -3.832 -3.654 -0.873  O13 0.968
15 H -4.157 -2.368 -1.602  O13 0.959
16 O -1.351 -1.039 -4.255  H17 1.007, H18 0.800
17 H -0.486 -1.051 -3.741  O16 1.007
18 H -1.960 -1.209 -3.765  O16 0.800
19 O 1.471 3.469 -2.159  H20 0.838, H21 0.939
20 H 0.718 3.835 -2.135  O19 0.838
21 H 1.951 4.184 -1.784  O19 0.939
22 O -0.815 -2.957 -2.073  H23 0.997, H24 0.969
23 H 0.058 -2.737 -1.644  O22 0.997
24 H -1.138 -3.834 -1.817  O22 0.969
25 O -1.023 2.547 2.480  H26 0.938, H27 1.008
26 H -0.200 2.165 2.716  O25 0.938
27 H -1.371 3.076 3.265  O25 1.008
28 O -0.090 1.055 0.084  H29 0.965, H30 0.942
29 H -0.910 1.349 -0.332  O28 0.965
30 H 0.754 1.228 -0.295  O28 0.942
31 O -2.998 1.564 0.507  H32 0.923, H33 1.047
32 H -3.870 1.780 0.715  O31 0.923
33 H -2.316 1.447 1.293  O31 1.047

Record 2
# C12H14ClNO6S2

The molecule C12H14ClNO6S2 (ωB97M-V/def2-TZVPD, the Open Molecules 2025 dataset).

Computed properties:
spin multiplicity	1
calculated total energy	-60639.7936	eV
frontier orbital gap	8.679	eV
E_LUMO	-0.17	eV
ΔE to the lowest compared entry with this formula, charge and spin	0.0	kJ/mol
E_HOMO	-8.85	eV

Each atom is followed by the atoms it is bonded to, with distances in Å.
CARTESIAN COORDINATES (ANGSTROEM)
1 C -4.970 -1.917 0.827  H2 1.087, H3 1.085, H4 1.087, S5 1.813
2 H -4.685 -2.507 -0.039  C1 1.087
3 H -6.036 -1.720 0.810  C1 1.085
4 H -4.700 -2.429 1.747  C1 1.087
5 S -4.138 -0.307 0.762  C1 1.813, C6 1.831
6 C -2.409 -0.907 0.813  S5 1.831, C7 1.520, H35 1.091, H36 1.091
7 C -1.424 0.244 0.680  C6 1.520, H8 1.092, C9 1.534, H34 1.093
8 H -1.623 0.986 1.456  C7 1.092
9 C -1.526 0.915 -0.696  C7 1.534, N10 1.448, H29 1.098, C30 1.530
10 N -0.821 2.177 -0.774  C9 1.448, S11 1.654, H28 1.008
11 S 0.759 2.279 -1.250  N10 1.654, O12 1.429, O13 1.428, C14 1.804
12 O 0.874 1.659 -2.532  S11 1.429
13 O 1.125 3.652 -1.108  S11 1.428
14 C 1.731 1.298 -0.089  S11 1.804, C15 1.379, C19 1.387
15 C 2.460 0.230 -0.568  C14 1.379, C16 1.392, H27 1.077
16 C 3.219 -0.534 0.314  C15 1.392, C17 1.395, C23 1.486
17 C 3.242 -0.207 1.669  C16 1.395, C18 1.381, H22 1.080
18 C 2.523 0.871 2.145  C17 1.381, C19 1.391, H21 1.078
19 C 1.764 1.626 1.258  C14 1.387, C18 1.391, Cl20 1.712
20 Cl 0.855 2.963 1.822  C19 1.712
21 H 2.539 1.133 3.191  C18 1.078
22 H 3.836 -0.814 2.336  C17 1.080
23 C 4.010 -1.703 -0.149  C16 1.486, O24 1.205, O25 1.334
24 O 4.601 -2.452 0.588  C23 1.205
25 O 4.011 -1.846 -1.475  C23 1.334, H26 0.970
26 H 4.530 -2.627 -1.728  O25 0.970
27 H 2.413 -0.003 -1.619  C15 1.077
28 H -1.076 2.851 -0.069  N10 1.008
29 H -2.579 1.102 -0.943  C9 1.098
30 C -0.936 0.010 -1.779  C9 1.530, O31 1.202, O32 1.320
31 O -0.117 -0.844 -1.564  C30 1.202
32 O -1.483 0.240 -2.958  C30 1.320, H33 0.971
33 H -1.011 -0.237 -3.660  O32 0.971
34 H -0.413 -0.147 0.815  C7 1.093
35 H -2.278 -1.620 -0.001  C6 1.091
36 H -2.270 -1.416 1.768  C6 1.091

Record 3
# C23H17Cl3NO6S2

A cluster of 2 separate species, C23H17Cl3NO6S2 in total (ωB97M-V/def2-TZVPD, the Open Molecules 2025 dataset).

Computed properties:
spin multiplicity	1
calculated total energy	-97137.7076	eV
frontier orbital gap	4.588	eV
E_LUMO	0.90	eV
net charge	-1
E_HOMO	-3.69	eV

Each atom is followed by the atoms it is bonded to, with distances in Å.
CARTESIAN COORDINATES (ANGSTROEM)
1 C 4.718 -1.360 0.136  O2 1.510, H22 1.094, H23 1.100, H24 1.092
2 O 3.257 -1.650 0.383  C1 1.510, C3 1.331
3 C 2.534 -0.612 0.797  O2 1.331, S4 1.809, S13 1.806
4 S 1.962 0.513 -0.498  C3 1.809, C5 1.811, O11 1.458, O12 1.452
5 C 3.278 1.470 -1.293  S4 1.811, C6 1.400, C10 1.404
6 C 3.751 2.668 -0.744  C5 1.400, C7 1.403, H25 1.086
7 C 4.680 3.439 -1.457  C6 1.403, C8 1.397, H26 1.091
8 C 5.175 3.002 -2.689  C7 1.397, C9 1.399, H27 1.095
9 C 4.682 1.819 -3.248  C8 1.399, C10 1.399, H28 1.093
10 C 3.712 1.075 -2.568  C5 1.404, C9 1.399, H29 1.086
11 O 1.582 -0.341 -1.616  S4 1.458
12 O 1.042 1.418 0.169  S4 1.452
13 S 3.084 0.104 2.361  C3 1.806, C14 1.793, O20 1.450, O21 1.451
14 C 1.594 -0.048 3.347  S13 1.793, C15 1.392, C19 1.392
15 C 1.064 1.094 3.942  C14 1.392, C16 1.394, H30 1.089
16 C -0.199 1.008 4.524  C15 1.394, C17 1.399, H31 1.092
17 C -0.903 -0.200 4.483  C16 1.399, C18 1.402, H32 1.089
18 C -0.314 -1.355 3.950  C17 1.402, C19 1.390, H33 1.091
19 C 0.951 -1.282 3.379  C14 1.392, C18 1.390, H34 1.092
20 O 4.066 -0.771 2.972  S13 1.450
21 O 3.373 1.515 2.189  S13 1.451
22 H 4.966 -1.940 -0.758  C1 1.094
23 H 4.866 -0.285 -0.041  C1 1.100
24 H 5.247 -1.701 1.028  C1 1.092
25 H 3.385 2.975 0.232  C6 1.086
26 H 5.003 4.396 -1.044  C7 1.091
27 H 5.912 3.598 -3.238  C8 1.095
28 H 5.015 1.472 -4.229  C9 1.093
29 H 3.285 0.192 -3.034  C10 1.086
30 H 1.618 2.031 3.903  C15 1.089
31 H -0.635 1.897 4.984  C16 1.092
32 H -1.925 -0.244 4.857  C17 1.089
33 H -0.845 -2.309 3.953  C18 1.091
34 H 1.431 -2.153 2.925  C19 1.092
35 Cl -1.238 -0.716 -0.189  C36 1.830
36 C -2.618 -1.164 -1.304  Cl35 1.830, Cl37 1.809, C38 1.581, C48 1.463
37 Cl -2.104 -2.581 -2.304  C36 1.809
38 C -3.771 -1.788 -0.420  C36 1.581, O39 1.212, C40 1.495
39 O -3.528 -2.350 0.626  C38 1.212
40 C -5.152 -1.628 -0.969  C38 1.495, C41 1.427, N45 1.329
41 C -5.471 -0.642 -1.951  C40 1.427, C42 1.416, C46 1.452
42 C -6.836 -0.488 -2.298  C41 1.416, C43 1.383, H49 1.095
43 C -7.785 -1.303 -1.707  C42 1.383, C44 1.414, H50 1.086
44 C -7.346 -2.307 -0.814  C43 1.414, N45 1.323, H51 1.091
45 N -6.078 -2.433 -0.460  C40 1.329, C44 1.323
46 C -4.375 0.126 -2.511  C41 1.452, Cl47 1.714, C48 1.367
47 Cl -4.742 1.282 -3.722  C46 1.714
48 C -3.070 -0.060 -2.151  C36 1.463, C46 1.367, H52 1.082
49 H -7.113 0.275 -3.032  C42 1.095
50 H -8.844 -1.229 -1.937  C43 1.086
51 H -8.052 -3.005 -0.362  C44 1.091
52 H -2.292 0.576 -2.552  C48 1.082

Number 1: F_max 16.2 eV/Å. Number 2: F_max 0.9 eV/Å. Number 3: F_max 2.9 eV/Å.